# 1
Molecular formula: C31H44AsF4HgN6OS
Method: DFT, ωB97M-V/def2-TZVPD

Structure (XYZ):
```
89
Properties=species:S:1:pos:R:3:forces:R:3
Hg 0.60340 -1.62434 0.52764 0.154 -0.521 0.334
C 0.41677 -4.79228 -1.29499 -0.029 0.036 -0.211
C -0.90150 -5.09546 -0.57741 -0.326 0.235 0.864
N -1.27042 -4.03927 0.41571 0.123 -0.035 -0.733
C -2.61895 -3.54411 0.08057 -0.046 -0.563 0.301
C -3.16173 -2.43284 0.97695 -0.213 -0.081 0.097
C -1.10854 -4.39726 1.82768 -0.357 -0.609 -0.619
C 0.31567 -4.77729 2.27151 -0.812 0.524 -0.450
N 1.10731 -3.56636 2.35276 -0.272 -0.089 0.770
C 2.34095 -3.70539 2.83055 1.814 -0.223 0.017
C 3.10921 -2.52921 3.07140 -0.870 1.086 -0.264
F 2.46935 -1.32683 2.90035 0.501 -0.880 0.062
C 4.44154 -2.47924 3.38682 1.285 -0.058 0.305
F 5.04526 -1.26186 3.54753 -0.547 -0.839 -0.176
C 5.20956 -3.63784 3.55327 -1.616 -0.741 -0.225
C 4.47224 -4.85143 3.42228 0.480 0.930 0.031
F 5.14723 -6.01004 3.57444 -0.290 0.191 -0.007
C 3.12009 -4.90194 3.10671 -0.279 0.235 -0.337
F 2.53980 -6.13175 2.96736 0.519 0.581 0.141
H 0.66391 -5.63702 -1.96436 0.075 0.361 0.290
H 1.25697 -4.60114 -0.59332 -0.548 -0.202 -0.391
H 0.28681 -3.88856 -1.92843 0.150 -0.430 0.407
H -0.88659 -6.08645 -0.05302 0.084 0.583 -0.475
H -1.73404 -5.11675 -1.31346 0.615 -0.278 0.291
H -3.33766 -4.40394 0.09929 0.191 0.381 0.058
H -2.58109 -3.21643 -0.96691 0.005 0.162 0.297
H -3.44092 -2.80456 1.98596 0.232 0.253 -0.593
H -4.08381 -2.04893 0.51053 0.322 -0.014 0.195
H -2.44031 -1.60626 1.07692 -0.198 -0.241 -0.023
H -1.76285 -5.25587 2.07299 -0.060 0.022 -0.002
H -1.48634 -3.53012 2.37017 0.403 -0.164 0.392
H 0.76988 -5.53484 1.60583 -0.394 0.144 0.231
H 0.19787 -5.22709 3.28302 0.257 0.191 -0.522
H 6.27066 -3.64534 3.77336 -0.236 0.083 0.007
N 3.30499 5.37449 -1.71484 -0.347 0.288 -0.428
C 4.00516 4.27286 -2.07250 0.749 0.594 -0.425
S 5.39484 4.29932 -2.97899 -0.454 0.272 0.376
C 3.46543 3.02200 -1.53628 -0.688 -1.311 -0.592
C 2.65691 3.01336 -0.40189 0.368 -0.278 0.034
C 2.23520 1.78326 0.07419 0.336 -0.208 -0.450
N 2.50893 0.64383 -0.54221 -0.460 -0.746 -0.094
C 3.15363 0.63065 -1.71005 0.300 0.734 0.336
C 3.67222 1.80887 -2.24290 -0.341 0.253 1.092
H 3.59843 6.26751 -2.10898 -0.099 -0.519 0.133
H 2.30277 5.24989 -1.56009 0.490 0.139 0.018
H 2.42425 3.90929 0.15720 0.090 0.028 -0.050
H 1.68646 1.68346 0.99644 -0.175 0.102 0.227
H 3.31189 -0.35121 -2.17510 -0.099 0.484 0.129
H 4.26254 1.80669 -3.13447 0.170 0.069 -0.363
C -1.86447 5.92085 -3.57565 0.512 0.171 0.105
C -2.21630 5.33967 -2.20066 0.134 -0.868 0.012
N -2.35530 3.85792 -2.27382 0.156 -0.055 0.001
C -3.72095 3.32006 -2.19178 0.178 -0.026 0.164
C -4.45043 3.35740 -3.53840 -0.356 0.475 0.087
C -1.22735 3.10232 -2.41527 1.265 0.661 0.525
O -0.09079 3.62732 -2.31000 -1.894 -1.143 -0.420
C -1.37754 1.58307 -2.67455 0.349 0.103 0.247
C -1.42985 1.07432 -3.98208 -0.090 0.690 0.136
C -1.47001 -0.29393 -4.20240 -0.193 -0.158 1.431
C -1.44872 -1.12350 -3.05987 -0.003 0.433 -0.227
N -1.36938 -0.67055 -1.80323 0.036 0.599 -0.356
C -1.31640 0.66167 -1.61676 0.006 0.084 -0.537
H -1.95837 7.02037 -3.56278 0.000 -0.424 -0.059
H -2.51699 5.50536 -4.36182 0.209 0.233 0.351
H -0.80945 5.67201 -3.82175 -0.707 0.111 0.101
H -3.17607 5.70264 -1.81782 0.176 0.068 -0.207
H -1.45227 5.55374 -1.43742 -0.157 0.095 -0.405
H -4.24882 3.95140 -1.44599 0.176 -0.474 -0.411
H -3.67698 2.30252 -1.77151 -0.024 0.338 -0.294
H -4.70705 4.41316 -3.80055 0.236 -0.831 0.034
H -5.38511 2.78545 -3.48252 0.126 0.193 0.033
H -3.84733 2.91174 -4.33797 -0.032 0.165 0.191
H -1.43320 1.80029 -4.79912 -0.029 -0.362 0.069
H -1.58372 -0.73435 -5.17658 0.168 0.035 -0.235
H -1.49027 -2.20852 -3.17266 -0.003 0.226 0.031
H -1.19426 1.02985 -0.59058 -0.110 -0.287 -0.298
C -1.43012 0.32599 5.03733 -0.179 0.042 -0.568
As -0.31493 0.23701 3.36780 -0.216 0.715 0.498
C 1.29485 1.03344 4.20287 -0.360 -0.428 -0.084
C -1.02404 1.95041 2.57218 0.233 -0.209 0.274
H -1.26980 1.30581 5.53144 -0.017 -0.636 -0.156
H -1.15451 -0.52583 5.69197 -0.362 0.594 -0.310
H -2.49071 0.27385 4.69471 0.713 -0.170 0.500
H 0.96813 1.93686 4.72524 0.286 -0.048 -0.082
H 2.02414 1.23514 3.41529 0.009 0.095 0.250
H 1.71106 0.30004 4.90869 -0.062 0.332 -0.235
H -0.18372 2.62257 2.30010 -0.516 -0.483 -0.078
H -1.63406 2.47373 3.32934 0.138 -0.238 -0.416
H -1.63229 1.66248 1.69736 0.243 0.451 0.335
```
Positions in Å, forces in eV/Å.

Kohn-Sham gap (spin up / spin down) in Eh: 0.2506 / 0.1662
E_tot in eV: -130564.507
HOMO energy (spin up / spin down) in eV: -7.009 / -6.353
Spin multiplicity: 2
LUMO level (spin up / spin down) in eV: -0.2 / -1.8


# 2
Molecular formula: CH3N2O2
Method: DFT, ωB97M-V/def2-TZVPD

Structure (XYZ):
```
8
Properties=species:S:1:pos:R:3:forces:R:3
C 0.70928 0.42270 -0.39119 1.348 1.940 1.441
N -2.42014 0.37795 2.65087 1.541 -1.787 -1.771
N 0.70589 -0.54343 -1.31123 -1.709 1.110 1.620
O -1.91636 -0.35078 2.03590 -1.112 1.982 1.379
O -0.09641 0.72701 0.49088 -1.453 -1.169 -0.253
H 1.58985 1.13080 -0.30659 -0.165 -1.186 -0.988
H 1.58015 -0.69372 -1.72362 0.863 -0.667 -1.207
H -0.15227 -1.07053 -1.44503 0.688 -0.225 -0.221
```
Positions in Å, forces in eV/Å.

Kohn-Sham gap (spin up / spin down) in Eh: 0.2065 / 0.2052
E_tot in eV: -8150.039
HOMO energy (spin up / spin down) in eV: -14.273 / -14.255
Total charge: +1
LUMO level (spin up / spin down) in eV: -8.7 / -8.7
Energy relative to the best compared isomer or geometry (same formula, charge and spin) in eV: 1.095


# 3
Molecular formula: C3H4N2O3
Method: DFT, ωB97M-V/def2-TZVPD

Structure (XYZ):
```
12
Properties=species:S:1:pos:R:3:forces:R:3
C -1.03960 -0.62978 0.19248 1.183 0.412 -1.707
C 0.12313 1.43017 -0.71197 2.037 -4.927 2.911
C 1.51751 -0.66882 0.59090 -0.623 -0.576 1.144
N -1.83423 0.36667 -0.43372 -1.307 0.201 0.133
N 0.25269 -0.21907 0.10119 -1.882 3.970 -1.664
O -1.55533 -1.66057 0.53314 -0.137 -0.484 0.791
O 1.07073 2.10539 -0.80611 -0.294 0.491 -0.429
O -1.10827 1.44361 -1.01959 -1.900 0.320 -0.592
H 2.20214 0.15296 0.27759 0.266 -1.495 -0.034
H 1.55395 -0.78408 1.67604 -0.245 1.106 0.471
H 1.61629 -1.76612 0.44518 0.797 0.761 -1.487
H -2.79902 0.22963 -0.84512 2.103 0.219 0.463
```
Positions in Å, forces in eV/Å.

Kohn-Sham gap in Eh: 0.3801
E_tot in eV: -12295.652
HOMO energy in eV: -9.753
LUMO level in eV: 0.6
Energy relative to the best compared isomer or geometry (same formula, charge and spin) in eV: 3.344


# 4
Molecular formula: C3H3N3OS
Method: DFT, ωB97M-V/def2-TZVPD

Structure (XYZ):
```
11
Properties=species:S:1:pos:R:3:forces:R:3
C 0.47411 -0.12944 0.63080 -1.284 -0.878 -2.092
C -0.36304 0.55940 -0.19246 -0.009 1.175 1.600
C -0.80990 0.34150 -1.48732 -1.234 -1.519 -3.957
H 0.89649 -1.96625 -0.33543 0.134 1.597 0.992
H 1.62191 -1.61113 1.17235 0.225 -0.309 0.272
H -0.77816 -0.80612 -1.91603 0.257 2.825 1.332
N 1.14695 -1.24064 0.37644 1.303 -2.775 -1.093
N 0.44544 0.39621 1.83548 -0.597 1.615 2.490
N -0.35271 1.38913 1.88053 0.671 -0.191 -1.846
O -0.83207 1.59231 0.56732 -0.108 -0.317 1.015
S -1.44901 1.47502 -2.53168 0.643 -1.223 1.288
```
Positions in Å, forces in eV/Å.

Kohn-Sham gap in Eh: 0.2733
E_tot in eV: -20509.483
HOMO energy in eV: -8.865
SMILES: Nc1nnoc1C=S
LUMO level in eV: -1.4
Energy relative to the best compared isomer or geometry (same formula, charge and spin) in eV: 3.897


> E_tot of number 4 (C3H3N3OS)?

-20509.483 eV


> What is the E_tot in the fourth record?

-20509.483 eV